{
  "formula": "C13H48N6O11",
  "method": "wB97M-V/def2-TZVPD",
  "elements": ["O", "O", "O", "O", "O", "O", "O", "O", "O", "O", "O", "N", "N", "N", "N", "N", "N", "C", "C", "C", "C", "C", "C", "C", "C", "C", "C", "C", "C", "C", "H", "H", "H", "H", "H", "H", "H", "H", "H", "H", "H", "H", "H", "H", "H", "H", "H", "H", "H", "H", "H", "H", "H", "H", "H", "H", "H", "H", "H", "H", "H", "H", "H", "H", "H", "H", "H", "H", "H", "H", "H", "H", "H", "H", "H", "H", "H", "H"],
  "coordinates": [[-3.213, -0.620, -0.675], [3.192, 0.439, 4.338], [-2.854, 1.572, -3.949], [-4.387, 3.549, -0.323], [5.048, -2.116, -0.187], [2.046, -4.098, 0.314], [2.416, 0.645, -3.402], [-0.972, -1.247, 4.367], [-0.514, -0.227, -0.339], [-1.324, 4.457, 1.695], [-3.386, 0.843, 3.516], [-2.735, -2.804, -1.431], [0.915, -1.072, -2.724], [-0.498, 1.826, -3.720], [2.345, -1.655, -4.228], [-1.367, -0.160, -3.578], [-3.776, -1.471, -2.746], [-2.555, 0.570, 2.419], [-0.091, 1.098, -0.241], [4.895, -1.328, -1.368], [0.416, -1.203, 4.171], [-1.598, 1.112, -3.766], [0.689, -1.415, 2.690], [-0.457, 3.719, 2.501], [-3.295, 2.818, -0.840], [1.487, 1.088, -0.054], [1.800, -2.848, -0.293], [2.663, 1.574, 3.636], [1.939, -0.706, -3.439], [-3.276, -1.629, -1.568], [-2.244, -0.743, -3.390], [-2.402, -3.009, -0.463], [0.798, -1.987, 4.797], [1.995, 0.556, -0.833], [0.030, 4.348, 3.259], [-1.457, -0.270, -0.425], [0.562, -0.451, -1.972], [3.202, -1.636, -4.789], [-0.455, -0.665, -3.434], [-2.806, -0.342, 1.909], [-2.715, 3.234, -1.677], [0.728, -2.602, -0.324], [0.384, -2.314, 2.236], [5.401, -1.811, -2.235], [-2.562, 2.740, -0.010], [0.204, -0.653, 2.168], [-2.453, 1.462, 1.761], [-3.537, 0.086, 4.090], [1.683, 0.924, 0.988], [5.228, -0.329, -1.308], [-3.033, -3.661, -1.968], [-4.251, -0.564, -2.987], [1.755, 2.172, -0.144], [1.654, -4.851, -0.122], [0.872, -0.302, 4.566], [1.710, 1.478, 3.084], [-3.782, -2.178, -3.421], [0.463, -2.051, -2.755], [-0.411, 1.668, -1.130], [-4.657, 3.183, 0.504], [3.395, 1.855, 2.844], [-0.470, 1.478, 0.655], [3.532, -0.201, 3.734], [-2.230, 4.500, 1.967], [2.399, -2.144, 0.309], [2.056, -2.662, -4.036], [-1.100, 3.051, 2.931], [4.817, -3.060, -0.399], [-3.658, 1.788, -1.038], [1.724, -1.318, 2.395], [-0.515, 2.822, -3.733], [3.805, -1.312, -1.599], [-1.482, 0.492, 2.717], [2.585, 2.363, 4.355], [2.137, -2.866, -1.334], [0.252, 3.154, 1.872], [-1.062, -1.460, 5.296], [0.388, 1.375, -3.713]],
  "homo_ev": -8.953,
  "gap_ha": 0.307,
  "lumo_energy_ev": -0.606,
  "total_energy_ha": -1680.09288,
  "spin_multiplicity": 1,
  "relative_energy_kcal_mol": 31.0
}